# 1
Density functional theory data (wB97M-V/def2-TZVPD) for CH5N6 as an isolated structure at a distorted geometry.

Output
- Energy: -10045.977 eV
- Total charge: +1
- Orbital gap: 9.2 eV
- Largest force on an atom: 3.8 eV/A
- Lowest unoccupied orbital energy: -5.667 eV

```
12
CH5N6 wB97M-V/def2-TZVPD
N 1.85 0.71 -0.09
N -1.85 -0.49 0.00
N -2.02 0.79 0.01
N 0.09 0.46 -0.02
N -0.57 -0.70 -0.05
N -0.09 -1.90 -0.14
C -0.88 1.38 -0.01
H -0.68 2.49 0.16
H 0.75 -1.86 -0.70
H 2.23 0.02 0.56
H 1.92 1.71 0.25
H -0.75 -2.62 0.04
```

natural (NBO) atomic charge list, values in e, 4 entries: number 1, N, carries -0.4813; number 2, N, carries 0.0186; number 3, N, carries -0.2079; number 4, N, carries -0.0561

***

# 2
Density functional theory data (wB97M-V/def2-TZVPD) for a 2-piece molecular cluster, C10H13BrSi overall at a distorted geometry.

Output
- Energy: -88496.279 eV
- Total charge: 0
- Orbital gap (alpha / beta): 8.0 / 7.1 eV
- Largest force on an atom: 3.9 eV/A
- Lowest unoccupied orbital energy (alpha / beta): -1.134 / -0.426 eV

```
25
C10H13BrSi wB97M-V/def2-TZVPD
Br 1.34 1.12 -2.66
Si 1.35 -0.05 -0.73
C 3.20 0.58 1.37
C -4.45 -0.14 -2.38
C -2.24 -0.79 -1.63
C -3.06 -0.45 -2.67
C 2.43 0.98 0.40
C -2.69 -1.03 -0.35
C -4.03 -0.71 -0.03
C -4.88 -0.22 -1.04
C 3.61 1.56 2.41
C 3.61 -0.79 1.52
H 2.73 2.22 2.50
H -5.19 -0.03 -3.10
H 2.57 -1.34 1.50
H -4.38 -1.11 0.93
H 4.51 2.12 2.13
H -2.70 -0.24 -3.67
H 4.00 0.99 3.34
H 1.98 2.00 0.58
H 4.23 -1.20 0.72
H -5.79 0.18 -0.75
H 4.20 -1.00 2.47
H 1.61 -1.45 -1.30
H -1.98 -1.18 0.43
```

natural (NBO) atomic charge list, values in e, 4 entries: number 1, Br, carries -0.3564; number 2, Si, carries 0.8979; number 3, C, carries 0.0492; number 4, C, carries -0.1894

***

# 3
Density functional theory data (wB97M-V/def2-TZVPD) for C3H3Cl3 as an isolated structure at a distorted geometry.

Output
- Energy: -40724.335 eV
- Total charge: 0
- Orbital gap: 8.8 eV
- Largest force on an atom: 3.7 eV/A
- Lowest unoccupied orbital energy: 0.726 eV

```
9
C3H3Cl3 wB97M-V/def2-TZVPD
Cl -0.02 -1.75 -1.44
Cl 0.11 0.13 2.35
Cl -2.11 -0.67 0.70
C -0.60 0.11 0.82
C 0.05 0.78 -0.37
C 0.72 -0.51 -0.53
H -0.71 1.12 -1.17
H 0.90 1.50 -0.29
H 1.66 -0.71 -0.08
```

natural (NBO) atomic charge list, values in e, 4 entries: number 1, Cl, carries 0.0229; number 2, Cl, carries 0.0557; number 3, Cl, carries 0.0793; number 4, C, carries -0.1684

***

# 4
Density functional theory data (wB97M-V/def2-TZVPD) for C3H9NOP as an isolated structure at a distorted geometry.

Output
- Energy: -16074.195 eV
- Total charge: +1
- Orbital gap (alpha / beta): 9.2 / 9.2 eV
- Largest force on an atom: 3.2 eV/A
- Lowest unoccupied orbital energy (alpha / beta): -4.351 / -4.351 eV

```
15
C3H9NOP wB97M-V/def2-TZVPD
P 0.73 0.80 1.07
O 1.19 -0.05 2.37
N -1.21 -0.96 -0.72
C -1.10 -0.78 -2.13
C -0.21 -1.15 0.08
C 1.46 2.30 1.03
H -0.03 -0.87 -2.43
H -1.63 -1.68 -2.58
H -1.80 0.02 -2.49
H 0.82 -1.38 -0.40
H 1.00 0.14 3.36
H -2.13 -0.96 -0.39
H 2.03 2.78 1.87
H -0.46 -1.26 1.20
H 1.33 3.05 0.17
```

natural (NBO) atomic charge list, values in e, 4 entries: number 1, P, carries 1.0856; number 2, O, carries -1.0291; number 3, N, carries -0.4722; number 4, C, carries -0.4528

***

# 5
Density functional theory data (wB97M-V/def2-TZVPD) for CH2O3Tb as an isolated structure at a distorted geometry.

Output
- Energy: -29627.082 eV
- Spin multiplicity: 8
- Total charge: +2
- Orbital gap (alpha / beta): 10.1 / 9.4 eV
- Largest force on an atom: 6.1 eV/A
- Lowest unoccupied orbital energy (alpha / beta): -9.692 / -10.425 eV

```
7
CH2O3Tb wB97M-V/def2-TZVPD
Tb -1.43 0.37 2.05
O -0.99 -0.03 -0.39
O 0.79 0.11 0.73
O 0.88 -0.15 -1.52
C 0.33 -0.27 -0.47
H -1.26 0.20 -1.34
H 1.68 -0.23 0.93
```

Löwdin atomic charge list, values in e, 4 entries: number 1, Tb, carries 2.0234; number 2, O, carries -0.0722; number 3, O, carries 0.0052; number 4, O, carries 0.2599

***

# 6
Density functional theory data (wB97M-V/def2-TZVPD) for a 5-piece molecular cluster, C22H41O24PS5 overall at a distorted geometry.

Output
- Energy: -136079.429 eV
- Total charge: 0
- SMILES string: CCCC[C@H]1[C@H](P(C)O)[C@H](CCOC=O)OS(=O)(=O)[C@@H]1CC(=O)O.O=S1(=O)OCCO1.O=S1(=O)OCCO1.O=S1(=O)OCCO1.O=S1(=O)OCCO1
- Orbital gap: 8.5 eV
- Largest force on an atom: 1.4 eV/A
- Lowest unoccupied orbital energy: 0.167 eV

```
93
C22H41O24PS5 wB97M-V/def2-TZVPD
S 3.57 0.31 -2.86
S 4.07 2.53 1.50
S 4.19 -5.17 -2.91
S -0.61 -0.91 5.50
S -4.13 2.20 -2.95
P -2.85 -0.73 0.25
O -3.68 1.84 -4.25
O 3.75 -5.48 -1.60
O -6.18 -2.16 3.16
O -2.24 5.79 -2.55
O 4.94 0.08 -2.56
O 2.94 1.55 -2.58
O 4.05 1.21 0.59
O 3.32 -0.05 -4.40
O -6.86 -0.64 1.67
O -1.24 0.35 5.69
O -4.51 0.84 -2.20
O -0.38 -1.60 6.93
O -5.22 3.14 -2.89
O 3.62 -4.08 -3.63
O 0.57 -1.05 4.74
O -0.18 5.11 -2.05
O 3.61 2.18 2.79
O 4.12 -6.49 -3.80
O 2.72 -0.88 -2.23
O 3.54 3.61 0.75
O 5.78 -4.99 -2.92
O 5.67 2.72 1.53
O -1.71 -1.94 4.96
O -1.30 -0.96 -0.31
C -1.29 4.82 -2.43
C 2.80 -1.40 -4.50
C -1.71 3.44 -2.87
C 6.40 -6.15 -3.49
C -6.02 0.44 1.22
C 6.32 1.56 0.97
C -4.64 1.13 -0.79
C -1.44 -2.52 7.20
C -2.73 -0.77 2.09
C -3.25 1.05 -0.12
C 0.66 3.71 2.13
C -6.59 -1.06 2.93
C 5.38 -6.69 -4.47
C -0.88 2.11 -0.38
C -5.73 0.22 -0.25
C 0.71 2.29 1.54
C -2.20 1.67 -1.07
C 5.32 1.03 -0.04
C 1.97 -1.56 -3.24
C -0.70 1.79 1.11
C -2.76 2.82 -1.93
C -1.81 -3.07 5.84
H -0.74 0.73 1.31
H -5.01 2.15 -0.65
H -5.55 -0.83 -0.47
H 0.80 3.68 3.21
H -0.24 4.25 1.84
H -6.59 1.37 1.32
H -3.21 3.57 -1.27
H -5.13 0.55 1.84
H -2.72 0.25 2.49
H 5.34 1.61 -0.95
H 1.00 -1.07 -3.34
H -3.09 5.44 -2.25
H 1.83 -2.60 -2.97
H -3.64 -1.24 2.45
H 6.61 -6.86 -2.69
H -1.08 -1.89 -0.17
H 5.37 -6.12 -5.40
H -6.65 0.47 -0.79
H -2.08 3.55 -3.89
H 6.50 0.85 1.77
H -0.71 3.18 -0.48
H 1.32 2.27 0.64
H -3.35 1.64 0.80
H -1.10 -3.29 7.89
H -1.10 -3.83 5.51
H 7.34 -5.87 -3.97
H 1.50 4.28 1.75
H 7.26 1.85 0.52
H 3.64 -2.08 -4.52
H 5.48 -0.02 -0.26
H -1.44 2.34 1.69
H -1.90 -1.37 2.46
H -0.06 1.63 -0.92
H 1.14 1.57 2.24
H -0.84 2.79 -2.92
H 2.22 -1.50 -5.40
H -2.82 -3.48 5.81
H -6.79 -0.36 3.75
H -1.95 0.89 -1.79
H -2.27 -1.97 7.65
H 5.52 -7.74 -4.69
```

Löwdin atomic charge list, values in e, 4 entries: number 1, S, carries 0.5933; number 2, S, carries 0.5926; number 3, S, carries 0.6136; number 4, S, carries 0.5863

***

# 7
Density functional theory data (wB97M-V/def2-TZVPD) for a 10-piece molecular cluster, C10H40N20O10 overall at a distorted geometry.

Output
- Energy: -61298.239 eV
- Total charge: 0
- SMILES string: NC(N)=O.NC(N)=O.NC(N)=O.NC(N)=O.NC(N)=O.NC(N)=O.NC(N)=O.NC(N)=O.NC(N)=O.NC(N)=O
- Orbital gap: 9.2 eV
- Largest force on an atom: 10.5 eV/A
- Lowest unoccupied orbital energy: 0.114 eV

```
80
C10H40N20O10 wB97M-V/def2-TZVPD
O -2.18 0.26 -6.78
O 3.83 -2.10 4.91
O 0.40 -7.67 -2.82
O 0.35 4.72 -3.56
O 0.51 -1.77 -0.90
O -1.06 -1.76 8.16
O 2.41 2.41 -7.52
O -4.16 -6.16 4.03
O 2.92 5.96 4.32
O -1.61 3.37 3.01
N 0.85 0.41 -0.21
N -1.79 5.50 3.53
N -0.34 -1.01 0.94
N -1.60 5.24 -4.43
N 4.65 7.07 3.57
N 3.13 6.37 2.19
N 4.20 -0.42 3.55
N -2.83 -3.17 7.62
N -4.05 -6.99 1.99
N -2.22 -1.80 6.27
N 4.03 2.42 -6.07
N -1.17 -5.95 -2.88
N 5.66 -2.05 3.80
N -0.54 -0.34 -5.33
N -5.50 -7.79 3.34
N 4.36 1.42 -7.93
N -1.90 -1.76 -5.99
N -3.30 4.66 2.52
N -0.64 6.69 -3.23
N -1.68 -7.99 -3.60
C 3.59 6.37 3.42
C -1.60 -0.50 -6.03
C -2.17 4.41 2.90
C -1.92 -2.23 7.42
C 3.57 2.17 -7.24
C -0.73 -7.22 -3.01
C -0.50 5.51 -3.69
C -4.51 -6.93 3.18
C 0.42 -0.84 -0.14
C 4.56 -1.56 4.10
H -2.96 -2.28 5.78
H 3.42 2.88 -5.41
H 2.19 6.02 2.07
H 4.66 -0.08 2.71
H -4.44 -7.60 1.28
H 3.93 1.19 -8.81
H -3.48 5.65 2.47
H 6.11 -1.70 2.97
H -0.51 -1.97 1.21
H -1.88 6.06 -4.94
H -0.36 -0.21 1.55
H 5.02 2.62 -6.02
H -5.62 -8.62 2.77
H -0.13 -1.05 -4.73
H 1.33 0.87 -0.97
H -2.60 -2.22 -6.56
H -3.63 3.98 1.84
H -1.83 4.30 -4.72
H 3.63 6.94 1.51
H 6.06 -2.87 4.25
H -2.07 -5.78 -3.31
H -1.41 -8.93 -3.88
H -1.81 -0.94 5.93
H -0.97 5.40 4.11
H -1.24 -2.39 -5.56
H 5.29 1.14 -7.67
H 3.32 -0.06 3.89
H -3.42 -6.22 1.80
H -3.33 -3.64 6.89
H -0.04 0.53 -5.40
H 0.16 7.08 -2.76
H 4.92 7.43 4.47
H -2.43 6.26 3.75
H 0.56 1.04 0.52
H -0.46 -5.24 -2.79
H -2.87 -3.56 8.55
H -5.81 -7.82 4.30
H 5.34 7.29 2.87
H -2.55 -7.60 -3.92
H -1.52 7.16 -3.41
```

Löwdin atomic charge list, values in e, 4 entries: number 1, O, carries 0.0345; number 2, O, carries 0.0306; number 3, O, carries 0.0137; number 4, O, carries 0.0838

***

# 8
Density functional theory data (wB97M-V/def2-TZVPD) for one molecule with the formula C4H7NO at a distorted geometry.

Output
- Energy: -7798.370 eV
- Total charge: 0
- SMILES string: C[C@H](C#N)CO
- Orbital gap: 11.5 eV
- Largest force on an atom: 1.1 eV/A
- Lowest unoccupied orbital energy: 0.605 eV

```
13
C4H7NO wB97M-V/def2-TZVPD
O -1.55 -1.20 0.11
N 0.41 2.84 0.15
C 0.26 0.32 -0.45
C 1.31 -0.75 -0.15
C -1.10 0.12 0.24
C 0.54 1.72 -0.11
H 1.48 -0.91 0.92
H 2.27 -0.52 -0.63
H -1.87 -1.50 0.96
H -1.01 0.41 1.30
H 0.09 0.32 -1.54
H -1.79 0.85 -0.22
H 0.96 -1.70 -0.57
```

natural (NBO) atomic charge list, values in e, 4 entries: number 1, O, carries -0.7174; number 2, N, carries -0.3263; number 3, C, carries -0.3395; number 4, C, carries -0.5994